# 1
The following is a quantum chemistry calculation of the molecule C6H13N, from the Open Molecules 2025 dataset.

Geometry as XYZ:
```
20
Properties=species:S:1:pos:R:3:forces:R:3:lowdin_charge:R:1
C -0.9725 -2.4680 0.0447 -0.8 0.6 -0.5 -0.11
C -0.7389 -1.8333 -1.3565 0.1 -0.8 1.0 -0.24
C 0.3801 -0.7537 -1.4186 -0.5 -0.7 0.2 -0.22
C 0.9045 -0.1997 -0.1164 -1.4 0.2 0.3 -0.15
C 0.2714 0.8568 0.4316 0.2 0.0 0.1 -0.17
N 0.8071 1.7479 1.3528 0.1 -0.5 0.0 -0.09
C 0.3234 3.1037 1.3378 0.2 1.4 0.9 -0.14
H -0.1327 -2.2528 0.6903 0.3 -0.7 0.2 0.05
H -1.8368 -2.0709 0.5757 -0.1 0.5 -0.1 0.06
H -1.2601 -3.5084 -0.0972 0.6 -0.2 0.3 0.06
H -1.6806 -1.4388 -1.7268 0.0 0.1 -0.1 0.09
H -0.5046 -2.7116 -1.9549 0.2 0.3 -0.6 0.09
H -0.0304 0.0524 -2.0220 0.3 0.2 0.0 0.09
H 1.2430 -1.1403 -1.9586 0.0 -0.1 -0.2 0.10
H 1.5390 -0.7970 0.5265 1.0 0.4 -0.5 0.10
H -0.7864 1.0204 0.2535 0.0 0.6 -0.9 0.13
H 1.8086 1.7654 1.2367 0.1 -0.1 0.3 0.12
H 0.9628 3.6738 2.0181 0.2 0.0 -0.1 0.08
H -0.6460 3.2951 1.7896 -0.4 -0.7 -0.1 0.07
H 0.3491 3.6591 0.3939 0.0 -0.5 -0.3 0.08
```
Positions in Å, forces in eV/Å.

Output
**Gap between HOMO and LUMO**: 8.79 eV
**Net charge**: 0
**LUMO energy**: 1.157 eV
**E_HOMO**: -7.63 eV
**Molecular weight**: 99.2 g mol⁻¹
**SMILES string**: CCC/C=C/NC

---

# 2
The following is a quantum chemistry calculation of the molecule C20H28N4O4, from the Open Molecules 2025 dataset.

Geometry as XYZ:
```
56
Properties=species:S:1:pos:R:3:forces:R:3:lowdin_charge:R:1
C -4.6099 -3.5280 0.3802 -0.1 -0.1 -0.1 -0.06
N -3.7866 -2.4540 0.8827 -0.3 -0.1 0.3 0.02
C -2.7950 -1.8992 0.1621 0.2 0.2 0.5 -0.46
O -2.5025 -2.2408 -0.9660 0.1 0.0 -0.4 0.07
C -2.0768 -0.7439 0.8579 -0.1 0.1 -0.1 -0.20
C -2.9123 0.5539 0.6777 0.3 -0.1 0.3 -0.06
C -2.0877 1.7288 1.0810 -0.3 0.1 0.3 -0.19
C -1.9426 2.2524 2.3326 -0.3 -0.2 -0.3 -0.04
N -0.9938 3.2351 2.3247 0.2 0.2 0.4 0.09
C -0.4816 3.3500 1.0664 0.0 -0.2 -0.6 -0.21
C 0.5187 4.1748 0.5669 0.1 0.1 0.0 -0.02
C 0.8328 4.0614 -0.7701 0.1 0.1 0.1 -0.10
C 0.1616 3.1578 -1.5999 -0.1 -0.1 -0.2 -0.11
C -0.8316 2.3390 -1.1115 0.0 0.1 0.0 -0.04
C -1.1589 2.4188 0.2426 0.1 0.4 0.3 -0.14
N -0.7813 -0.5984 0.2477 -0.4 -0.3 -0.2 0.13
C 0.3209 -0.2450 0.9243 0.3 0.1 -0.4 -0.42
O 0.3154 -0.0775 2.1359 -0.1 0.2 0.4 0.05
C 1.5518 -0.0373 0.0485 0.3 0.0 0.2 -0.20
C 2.8012 0.2387 0.9023 -0.3 -0.1 -0.1 -0.05
C 3.2931 -1.0089 1.6045 -0.1 0.4 0.3 -0.49
O 4.1735 -1.7458 1.1822 0.2 -0.3 -0.2 0.04
N 2.7117 -1.2336 2.7925 0.2 -0.4 0.4 0.03
O 3.0203 -2.4382 3.4383 0.0 0.2 -0.2 -0.01
C 1.7702 -1.1917 -0.9489 -0.2 0.1 -0.2 -0.13
C 1.4381 -0.8229 -2.4011 0.2 -0.3 0.0 -0.43
C 1.3372 -2.0897 -3.2475 -0.1 0.3 0.1 -0.07
C 2.4948 0.1174 -2.9756 -0.3 0.0 0.1 -0.07
H -4.4991 -4.4211 0.9973 0.0 0.0 -0.1 0.09
H -5.6599 -3.2315 0.3620 0.0 -0.1 0.0 0.08
H -4.2776 -3.7461 -0.6331 -0.1 0.0 0.1 0.08
H -3.9570 -2.1339 1.8224 0.2 0.1 -0.1 0.14
H -1.9228 -0.9342 1.9248 -0.1 0.0 -0.1 0.16
H -3.1980 0.6421 -0.3723 -0.1 0.0 0.0 0.13
H -3.8169 0.4854 1.2836 -0.1 0.0 -0.1 0.12
H -2.4555 1.9938 3.2391 -0.1 -0.1 0.2 0.13
H -0.6805 3.7458 3.1321 0.0 -0.1 -0.1 0.16
H 1.0325 4.8775 1.2062 0.1 0.1 0.0 0.11
H 1.6095 4.6830 -1.1901 0.1 0.1 0.0 0.10
H 0.4330 3.1061 -2.6442 0.0 0.0 -0.1 0.10
H -1.3476 1.6492 -1.7634 0.0 -0.1 -0.1 0.11
H -0.7544 -0.7795 -0.7458 0.1 0.0 0.1 0.13
H 1.3414 0.8834 -0.5096 0.0 0.0 0.0 0.12
H 2.5669 1.0056 1.6411 0.1 0.0 0.0 0.12
H 3.6011 0.5927 0.2515 0.0 0.0 0.1 0.13
H 1.8038 -0.8452 3.0343 0.1 -0.1 -0.1 0.12
H 3.7248 -2.8122 2.8684 -0.2 0.2 0.0 0.09
H 1.1717 -2.0555 -0.6500 0.1 -0.1 0.0 0.13
H 2.8150 -1.5044 -0.9069 0.0 -0.1 0.0 0.12
H 0.4693 -0.3096 -2.4351 0.0 0.0 0.0 0.12
H 2.2686 -2.6495 -3.2008 0.1 -0.1 0.0 0.08
H 1.1376 -1.8404 -4.2871 0.0 0.0 -0.1 0.08
H 0.5321 -2.7272 -2.8887 -0.1 -0.1 0.0 0.08
H 2.5656 1.0319 -2.3910 0.1 0.2 0.0 0.07
H 2.2470 0.3881 -3.9996 0.0 0.1 -0.1 0.08
H 3.4685 -0.3673 -2.9751 0.1 -0.1 0.0 0.09
```
Positions in Å, forces in eV/Å.

Output
**Gap between HOMO and LUMO**: 8.56 eV
**Net charge**: 0
**LUMO energy**: 0.506 eV
**E_HOMO**: -8.05 eV
**Molecular weight**: 388.5 g mol⁻¹
**SMILES string**: CNC(=O)[C@H](Cc1c[nH]c2ccccc12)NC(=O)[C@@H](CC(=O)NO)CC(C)C

---

# 3
The following is a quantum chemistry calculation of the molecule C22H22ClN3O3S, from the Open Molecules 2025 dataset.

Geometry as XYZ:
```
52
Properties=species:S:1:pos:R:3:forces:R:3:lowdin_charge:R:1
O -0.7192 -0.9663 3.7271 -0.1 0.0 0.3 0.08
C -0.3098 -1.1225 2.5980 0.5 0.0 0.0 -0.47
C 1.1450 -0.8157 2.1970 0.0 -0.3 0.1 -0.02
N 1.2385 0.2659 1.2286 0.2 -0.2 0.1 -0.03
C 1.1727 1.5971 1.7983 0.0 0.2 0.1 -0.11
C -0.1890 1.8452 2.4062 0.1 0.2 0.2 -0.22
C -1.3338 1.6925 1.6310 0.0 0.1 0.1 -0.03
C -2.5918 1.8628 2.1786 0.0 0.0 -0.1 -0.07
C -2.7280 2.1819 3.5181 0.1 0.0 0.1 -0.07
C -1.6037 2.3407 4.3058 0.0 0.0 0.0 -0.10
C -0.3473 2.1729 3.7484 -0.3 0.1 -0.3 -0.61
Cl 1.0291 2.3824 4.7752 0.2 0.0 0.3 0.72
C 1.1489 -0.0410 -0.0765 0.1 0.2 -0.1 -0.43
O 1.0170 -1.1924 -0.4663 0.0 -0.2 -0.1 0.06
C 1.2507 1.1016 -1.0946 -0.3 -0.1 -0.1 -0.04
N 0.8541 0.6036 -2.3952 0.2 0.3 0.3 0.00
C -0.4876 0.4389 -2.5591 -0.3 -0.1 -0.4 -0.50
O -1.2828 0.7916 -1.7106 -0.2 0.0 0.2 0.07
C -0.9119 -0.1918 -3.8607 0.1 0.1 -0.3 -0.34
S -0.0940 0.6598 -5.2396 0.0 0.0 0.2 0.98
C 1.5460 0.2801 -4.7040 -0.3 0.0 0.0 -0.47
C 2.5401 0.0243 -5.6350 0.0 0.0 0.1 -0.10
C 3.8088 -0.3312 -5.2172 0.1 0.0 -0.1 -0.09
C 4.0709 -0.4653 -3.8639 0.0 0.1 0.0 -0.08
C 3.0867 -0.1963 -2.9304 -0.1 0.0 0.1 -0.01
C 1.8185 0.2117 -3.3330 0.3 -0.1 -0.4 -0.21
N -1.0431 -1.5851 1.5697 -0.3 -0.4 -0.4 0.12
C -2.4397 -1.8640 1.6753 -0.1 0.1 0.2 -0.29
C -2.8951 -2.9339 2.6225 0.0 0.1 0.0 -0.09
C -2.9411 -3.1716 1.1445 -0.1 -0.1 -0.1 -0.10
H 1.6981 -0.5352 3.0948 -0.1 0.0 0.0 0.13
H 1.5880 -1.7100 1.7512 0.0 0.1 0.1 0.14
H 1.9396 1.6754 2.5746 -0.1 0.0 -0.2 0.09
H 1.3894 2.3451 1.0358 0.0 -0.1 0.1 0.13
H -1.2479 1.4202 0.5891 0.0 0.0 -0.2 0.10
H -3.4642 1.7415 1.5547 -0.1 0.0 -0.1 0.11
H -3.7075 2.3026 3.9546 -0.1 0.0 0.0 0.11
H -1.6948 2.5815 5.3533 0.0 0.0 0.1 0.10
H 2.2651 1.5003 -1.1425 -0.1 0.0 0.0 0.14
H 0.5498 1.9003 -0.8375 0.2 -0.1 0.0 0.13
H -1.9875 -0.0882 -3.9866 0.1 0.0 0.1 0.09
H -0.6290 -1.2464 -3.8894 -0.1 0.0 0.1 0.10
H 2.3020 0.1059 -6.6840 0.0 0.0 -0.1 0.10
H 4.5810 -0.5246 -5.9451 0.1 0.0 -0.1 0.10
H 5.0472 -0.7799 -3.5287 0.1 0.0 0.0 0.11
H 3.2980 -0.3283 -1.8813 0.0 0.0 0.1 0.11
H -0.6006 -1.6994 0.6655 0.1 0.1 0.1 0.12
H -3.0665 -0.9847 1.5623 -0.1 -0.1 0.0 0.13
H -3.8184 -2.7780 3.1570 -0.1 0.1 0.0 0.10
H -2.1370 -3.4400 3.1980 0.1 0.0 0.0 0.10
H -3.8990 -3.1876 0.6482 -0.1 0.1 0.0 0.10
H -2.2148 -3.8463 0.7177 0.1 0.0 0.0 0.10
```
Positions in Å, forces in eV/Å.

Output
**Gap between HOMO and LUMO**: 9.17 eV
**Net charge**: 0
**LUMO energy**: 0.575 eV
**E_HOMO**: -8.59 eV
**Molecular weight**: 444.0 g mol⁻¹
**SMILES string**: O=C(CN(Cc1ccccc1Cl)C(=O)CN1C(=O)CSc2ccccc21)NC1CC1

---

# 4
The following is a quantum chemistry calculation of a cluster of 8 separate species, C26H43Cl6N5O3 in total, from the Open Molecules 2025 dataset.

Geometry as XYZ:
```
83
Properties=species:S:1:pos:R:3:forces:R:3:lowdin_charge:R:1
C -1.4996 0.5938 0.6237 0.6 1.3 -1.1 -0.01
C -1.3755 0.0148 -0.8172 -0.8 -0.2 1.9 -0.25
C -0.4257 -1.2159 -0.8297 -0.2 0.4 0.0 -0.05
O -1.2221 -2.2343 -1.4932 0.9 0.6 0.4 0.03
C -2.4818 -1.8223 -1.5479 -2.3 -0.5 -0.3 -0.60
O -3.3763 -2.5341 -1.9555 0.8 0.4 0.4 0.10
O -2.6895 -0.5707 -1.1054 1.2 -0.8 -0.4 0.07
H -2.0749 1.5343 0.7376 0.3 -0.6 -0.5 0.07
H -0.5322 0.7563 1.0896 0.4 0.2 -0.2 0.08
H -1.9640 -0.1198 1.2408 -0.8 -1.1 0.6 0.07
H -1.2331 0.7379 -1.6016 0.5 0.3 -0.1 0.13
H -0.2098 -1.5526 0.1968 -0.2 0.0 -0.3 0.13
H 0.5275 -1.0573 -1.3501 -0.5 0.0 -0.1 0.12
Cl -1.4476 4.9335 5.8021 0.2 -0.4 0.3 0.49
C -0.4028 3.4839 5.8487 -0.1 -0.3 1.6 -1.55
Cl 0.4588 3.3976 4.3454 0.4 -0.2 -0.3 0.52
Cl -1.3519 1.9896 6.1613 0.1 0.5 -0.3 0.49
H 0.2912 3.5083 6.7416 -0.7 0.4 -1.4 0.04
Cl -0.1002 -5.2426 0.1940 -0.3 -0.1 -0.5 0.54
C -1.7060 -5.4137 -0.5541 -0.4 -0.1 0.1 -1.48
Cl -2.9423 -5.4489 0.7360 0.3 -0.1 -0.4 0.51
Cl -1.8210 -6.8493 -1.6216 0.1 0.6 0.6 0.52
H -1.9217 -4.5309 -1.1498 0.2 -0.1 0.0 -0.02
C 3.6567 4.8683 0.8325 2.1 2.3 1.4 -0.15
C 3.3491 4.3245 -0.5195 -1.0 -0.3 -0.7 -0.25
C 2.1253 3.4077 -0.2812 0.6 0.0 -0.2 -0.21
C 1.8127 2.3456 -1.1934 -0.9 -2.8 -3.2 -0.21
N 1.5471 1.4571 -1.9197 0.7 2.4 2.1 0.15
H 4.4707 5.6475 0.7541 -0.5 -0.8 0.0 0.09
H 4.0497 4.1455 1.5974 -0.7 0.3 -0.9 0.10
H 2.8722 5.4938 1.2781 -0.3 -0.6 -0.1 0.08
H 4.2258 3.7805 -0.8886 -0.4 -0.1 -0.1 0.12
H 3.0665 5.1126 -1.2523 0.4 -0.4 0.5 0.12
H 1.2241 3.9752 -0.0810 -0.1 0.2 0.1 0.13
H 2.4041 2.8580 0.5860 -0.1 -0.4 1.2 0.10
C -1.3669 -1.6620 -4.8449 -1.7 -0.5 -0.7 -0.07
C -2.7046 -1.7580 -5.6672 0.5 -0.6 0.1 -0.22
C -3.9435 -1.3620 -4.8403 -1.0 -0.6 0.7 -0.19
C -3.9905 0.0265 -4.4013 0.5 0.1 0.0 -0.24
N -3.9842 1.0997 -3.9961 -0.1 0.3 0.0 0.15
H -1.5273 -2.3096 -4.0002 0.4 -0.6 0.3 0.05
H -1.2774 -0.6859 -4.4109 0.3 0.8 -0.1 0.06
H -0.4828 -1.9484 -5.4248 -0.3 0.1 0.2 0.08
H -2.8295 -2.7905 -6.0736 0.0 0.6 0.6 0.11
H -2.6610 -1.1606 -6.5650 0.1 0.5 -0.2 0.09
H -4.0639 -1.9352 -3.8872 0.5 0.2 -0.8 0.10
H -4.9185 -1.5247 -5.3366 0.6 -0.1 -0.3 0.12
C 1.7759 -4.5257 3.7497 -0.7 1.9 -0.7 -0.09
C 0.2723 -4.3572 3.5971 -0.3 1.8 -1.7 -0.31
C -0.5776 -4.2431 4.8302 0.3 -0.6 1.8 -0.20
C -0.3020 -3.0684 5.6825 0.3 -0.3 -0.5 -0.23
N 0.0533 -2.2499 6.4025 -0.1 0.3 0.1 0.14
H 2.1312 -3.6059 4.2305 0.3 -0.5 0.4 0.08
H 2.2588 -4.5231 2.7617 -0.2 -0.3 0.3 0.07
H 1.9724 -5.4083 4.2922 0.7 -0.9 0.7 0.06
H -0.1385 -5.1227 2.9330 -0.1 0.0 0.3 0.06
H 0.0580 -3.3537 3.0914 0.5 -1.3 0.1 0.13
H -0.3963 -5.0568 5.5724 -0.3 0.0 -0.8 0.13
H -1.6151 -4.2476 4.5300 -0.4 0.0 0.2 0.11
C 7.9914 -0.8765 -0.7253 0.0 1.4 -2.2 -0.13
C 6.9722 -2.0097 -0.7563 0.6 -1.1 -1.5 -0.26
C 5.5279 -1.5099 -1.1380 0.4 -2.3 -0.8 -0.19
C 5.0541 -0.5109 -0.2149 -0.7 0.8 -0.4 -0.26
N 4.5850 0.3743 0.3462 0.1 -0.1 0.4 0.15
H 7.7397 -0.0567 -0.0751 -0.6 0.3 0.4 0.06
H 8.1644 -0.3569 -1.7590 -0.5 -1.1 1.6 0.11
H 8.9642 -1.1584 -0.3980 0.8 -0.7 0.2 0.05
H 7.0252 -2.5777 0.1650 -0.5 0.3 0.6 0.10
H 7.3580 -2.8337 -1.4680 -0.9 1.5 0.5 0.13
H 4.7581 -2.3586 -1.2059 1.2 1.0 0.4 0.14
H 5.5315 -1.1213 -2.1784 0.1 0.2 0.7 0.13
C -5.1032 5.4717 0.3886 -1.3 -0.7 -1.1 -0.11
C -4.1239 4.6319 -0.4559 1.0 1.3 0.6 -0.27
C -4.6863 3.2786 -0.8206 -1.1 -0.4 -0.8 -0.21
C -4.7963 2.4951 0.4259 -0.1 -0.9 1.6 -0.23
N -4.8150 2.0128 1.4903 0.0 0.9 -2.2 0.15
H -5.9973 5.7468 -0.2149 0.3 -0.5 0.3 0.08
H -4.7434 6.4206 0.6715 1.0 1.0 0.4 0.05
H -5.4562 4.9817 1.2930 0.1 -0.3 0.0 0.07
H -3.1656 4.5586 0.1342 -0.8 -0.1 -0.8 0.12
H -3.9415 5.1693 -1.4020 0.2 -0.1 0.4 0.11
H -4.1953 2.7248 -1.6629 0.1 0.4 1.1 0.10
H -5.6936 3.5032 -1.2688 0.5 -0.6 0.7 0.13
```
Positions in Å, forces in eV/Å.

Output
**Gap between HOMO and LUMO**: 11.09 eV
**Net charge**: 0
**LUMO energy**: 0.207 eV
**E_HOMO**: -10.88 eV
**Molecular weight**: 686.4 g mol⁻¹
**SMILES string**: C[C@H]1COC(=O)O1.ClC(Cl)Cl.ClC(Cl)Cl.CCCC#N.CCCC#N.CCCC#N.CCCC#N.CCCC#N